# C2H7N2O

2 unconnected molecules or ions with the total composition C2H7N2O at a distorted geometry (ωB97M-V with the def2-TZVPD basis set, the OMol25 dataset).

The calculated total energy comes out at -264.807149 a.u. The calculation puts the LUMO energy (spin up / spin down) at -5.03 / -5.03 eV. Its HOMO-LUMO gap (spin up / spin down) is 8.0 / 8.0 eV. For the energy above the lowest of the compared OMol25 structures with the same formula, charge and spin, the calculation gives 3.3753 eV. The total charge is +1. Its HOMO energy (spin up / spin down) is -13.06 / -13.06 eV.

Each line ends with the natural charge from an NBO analysis.
CARTESIAN COORDINATES (ANGSTROEM)
C1 1.02686 0.68954 -1.39336  0.149
C2 -0.29733 -0.04951 0.90790  0.291
N1 -0.11036 0.27677 -1.99135  -0.631
N2 0.05478 -0.11967 2.17906  -0.793
O1 -1.04235 -0.96939 0.33493  -0.705
H1 0.90166 1.45300 -0.67343  0.231
H2 1.98475 0.30854 -1.35749  0.225
H3 -0.18742 -0.55398 -2.63952  0.451
H4 -0.97046 0.64791 -1.54167  0.454
H5 -0.15579 -0.88645 2.78581  0.394
H6 0.38884 0.79767 2.58412  0.436
H7 -1.59318 -1.59441 0.80499  0.497

---

# C2H7N2O

2 unconnected molecules or ions with the total composition C2H7N2O at a distorted geometry (ωB97M-V with the def2-TZVPD basis set, the OMol25 dataset).

The calculated total energy comes out at -264.911019 a.u. The calculation puts the LUMO energy at -4.68 eV. Its HOMO-LUMO gap is 10.1 eV. For the energy above the lowest of the compared OMol25 structures with the same formula, charge and spin, the calculation gives 0.5489 eV. The total charge is +1. Its HOMO energy is -14.74 eV.

Each line ends with the natural charge from an NBO analysis.
CARTESIAN COORDINATES (ANGSTROEM)
C1 1.99988 0.16799 1.35827  0.134
N1 2.09493 -0.61292 0.35714  -0.580
H1 2.88520 0.31261 1.96347  0.229
H2 1.03801 0.65197 1.42480  0.251
H3 1.18602 -0.76600 -0.17979  0.478
H4 2.94505 -1.07666 0.07102  0.433
C2 -1.44926 -0.20624 -0.72107  0.563
N2 -2.38510 0.75077 -0.70250  -0.763
O1 -0.32450 -0.01474 -0.27055  -0.726
H5 -1.76419 -1.15518 -1.15948  0.152
H6 -2.16293 1.63799 -0.30669  0.411
H7 -3.35230 0.51802 -0.83250  0.417

---

# C2H7N2O

2 unconnected molecules or ions with the total composition C2H7N2O at a distorted geometry (ωB97M-V with the def2-TZVPD basis set, the OMol25 dataset).

The calculated total energy comes out at -264.677512 a.u. As for the spin multiplicity: 3. The calculation puts the LUMO energy (spin up / spin down) at -3.75 / -8.73 eV. Its HOMO-LUMO gap (spin up / spin down) is 6.3 / 7.7 eV. For the energy above the lowest of the compared OMol25 structures with the same formula, charge and spin, the calculation gives 1.0728 eV. The total charge is +1. Its HOMO energy (spin up / spin down) is -10.08 / -16.43 eV.

Each line ends with the Löwdin spin population.
CARTESIAN COORDINATES (ANGSTROEM)
C1 1.44528 -0.51357 -0.35675  0.056
C2 -1.35564 -0.68884 0.20795  0.634
N1 1.64992 0.61994 0.34302  0.008
N2 -1.67370 0.49984 -0.27717  0.656
O1 0.37115 -1.12561 -0.50328  0.515
H1 2.37327 -0.74931 -1.02766  0.040
H2 -1.66913 -1.64034 -0.20740  0.024
H3 -1.21102 -0.63254 1.36603  0.040
H4 2.56669 1.06028 0.57842  0.000
H5 -2.05528 0.75740 -1.18217  0.015
H6 0.89720 1.12258 0.74945  0.003
H7 -1.33873 1.29017 0.30956  0.010

---

# C2H7N2O2

2 unconnected molecules or ions with the total composition C2H7N2O2 (ωB97M-V with the def2-TZVPD basis set, the OMol25 dataset).

The calculated total energy comes out at -340.163751 a.u. The calculation puts the LUMO energy at -4.97 eV. Its HOMO-LUMO gap is 9.9 eV. For the energy above the lowest of the compared OMol25 structures with the same formula, charge and spin, the calculation gives 0.4451 eV. The total charge is +1. Its HOMO energy is -14.92 eV.

Each line ends with the natural charge from an NBO analysis.
CARTESIAN COORDINATES (ANGSTROEM)
C1 -1.75119 0.45836 2.04674  0.148
N1 -0.54941 0.30307 1.68274  -0.577
H1 -2.46258 -0.29924 1.75121  0.227
H2 -2.07148 1.31204 2.63328  0.231
H3 0.12726 1.06917 1.65441  0.446
H4 -0.22737 -0.53390 1.14090  0.470
N2 0.63039 -0.68102 -2.27904  -0.819
C2 0.91901 -0.47232 -0.97311  0.896
O1 1.35499 0.76671 -0.63734  -0.693
O2 0.72907 -1.28413 -0.09061  -0.660
H5 1.15498 -0.20801 -2.99919  0.405
H6 0.38366 -1.62689 -2.52582  0.424
H7 1.76267 1.19615 -1.40415  0.503